# 1
69
Properties=species:S:1:pos:R:3:forces:R:3:nbo_charge:R:1 method="wB97M-V/def2-TZVPD" total_charge=+1 e_above_lowest_kj_mol=106.0
C 6.305 -3.777 -2.506 0.293 -0.774 0.062 -0.264
O 6.034 -2.394 -2.547 -2.629 1.253 0.124 -0.445
C 4.695 -2.046 -2.459 1.190 0.014 -0.278 0.435
C 4.365 -0.691 -2.672 0.622 -0.066 -0.052 -0.272
C 3.071 -0.263 -2.659 0.018 -0.133 0.084 -0.065
C 2.001 -1.160 -2.433 -0.476 0.014 0.099 -0.211
C 0.680 -0.665 -2.479 0.181 -0.835 0.008 0.143
C -0.553 -1.379 -2.510 0.221 0.023 -0.069 -0.203
C -1.755 -0.678 -2.297 0.046 0.131 -0.060 -0.081
C -2.967 -1.325 -2.300 0.096 0.239 0.072 -0.231
C -3.045 -2.696 -2.522 -0.096 -0.007 0.083 0.111
C -4.358 -3.395 -2.482 -0.168 -0.350 0.131 -0.653
C -1.873 -3.393 -2.797 0.277 0.009 0.010 -0.247
C -0.658 -2.753 -2.801 0.029 -0.120 -0.165 -0.051
C 2.345 -2.503 -2.138 0.034 0.225 0.087 -0.021
C 3.641 -2.935 -2.165 0.533 -0.324 0.015 -0.336
H 7.382 -3.920 -2.612 -0.159 0.255 0.008 0.224
H 5.994 -4.195 -1.548 0.025 -0.119 -0.021 0.186
H 5.803 -4.280 -3.334 -0.015 -0.094 0.067 0.189
H 5.168 0.000 -2.859 0.169 0.134 -0.043 0.251
H 2.844 0.774 -2.837 0.035 0.227 -0.064 0.230
H 0.590 0.408 -2.509 -0.017 0.352 0.019 0.220
H -1.709 0.385 -2.133 -0.050 0.249 0.119 0.226
H -3.872 -0.768 -2.130 -0.165 0.143 0.076 0.236
H -4.231 -4.476 -2.429 0.025 0.029 -0.071 0.231
H -4.933 -3.095 -1.606 -0.032 0.117 -0.030 0.243
H -4.957 -3.174 -3.366 -0.012 0.090 -0.051 0.250
H -1.924 -4.445 -3.023 0.011 -0.162 -0.060 0.232
H 0.215 -3.295 -3.112 0.064 -0.164 -0.082 0.209
H 1.578 -3.180 -1.811 0.006 -0.179 0.076 0.218
H 3.861 -3.962 -1.927 -0.043 -0.128 0.050 0.243
C 0.550 -1.353 2.142 0.148 -0.026 -0.067 -0.245
O 0.182 -0.352 3.061 0.027 1.177 -0.150 -0.533
C 0.095 0.919 2.415 -1.702 0.326 -0.050 0.047
C 1.322 1.487 1.845 0.414 -0.098 -0.140 -0.084
C 1.427 1.838 0.488 -0.185 -0.499 0.684 -0.228
C 2.591 2.365 -0.015 0.382 0.145 -0.068 -0.220
C 3.680 2.561 0.815 0.217 0.068 -0.140 -0.224
C 3.609 2.203 2.150 0.284 0.035 -0.102 -0.218
C 2.454 1.659 2.655 -0.656 -0.169 -0.156 -0.150
C -1.146 1.550 2.347 0.695 -0.695 0.425 0.369
N -1.459 2.828 1.839 -0.360 -0.167 0.339 -0.394
C -0.534 3.900 1.495 -0.205 -0.345 0.088 -0.397
C -2.843 3.051 1.984 0.007 -0.354 0.209 0.120
C -3.396 1.931 2.622 0.485 0.144 -0.202 0.198
C -4.757 1.885 2.907 0.827 -0.537 0.059 -0.264
C -5.546 2.954 2.537 -0.057 0.517 -0.243 -0.219
C -4.997 4.062 1.897 -0.501 -0.251 0.212 -0.223
C -3.648 4.125 1.619 0.956 -0.364 -0.083 -0.246
N -2.347 1.019 2.846 -0.414 0.685 -0.285 -0.403
C -2.492 -0.228 3.574 0.250 0.148 -0.040 -0.388
H 0.526 -2.332 2.626 -0.033 0.162 0.177 0.193
H -0.147 -1.354 1.301 -0.033 -0.082 -0.225 0.156
H 1.563 -1.156 1.788 0.096 -0.171 -0.242 0.174
H 0.589 1.662 -0.162 -0.362 -0.032 -0.147 0.196
H 2.667 2.616 -1.060 -0.020 0.145 -0.218 0.198
H 4.592 2.978 0.421 0.149 0.100 -0.084 0.216
H 4.460 2.351 2.793 0.144 0.030 0.095 0.220
H 2.389 1.381 3.692 -0.017 -0.076 0.269 0.218
H -0.994 4.863 1.699 -0.199 -0.021 0.075 0.217
H 0.375 3.836 2.087 -0.019 -0.066 -0.030 0.226
H -0.286 3.853 0.438 0.201 0.126 -0.098 0.195
H -5.179 1.029 3.404 -0.158 -0.167 0.113 0.215
H -6.602 2.930 2.744 -0.151 -0.011 0.047 0.219
H -5.637 4.878 1.609 -0.084 0.143 -0.027 0.219
H -3.222 4.974 1.114 0.039 0.243 -0.094 0.216
H -3.507 -0.333 3.946 -0.068 0.184 -0.110 0.208
H -2.264 -1.066 2.921 -0.035 -0.184 0.059 0.196
H -1.806 -0.241 4.418 -0.072 -0.114 0.007 0.226

# 2
14
Properties=species:S:1:pos:R:3:forces:R:3:nbo_charge:R:1 method="wB97M-V/def2-TZVPD" e_above_lowest_kj_mol=196.3
C 0.554 -0.921 1.504 0.176 -0.126 0.096 -0.626
C 0.365 -0.343 0.157 0.163 0.286 0.494 0.217
C 0.384 1.142 -0.221 0.145 0.182 -0.033 -0.417
C -0.800 0.825 -1.190 -0.060 0.336 0.071 -0.411
C -0.660 -0.646 -0.821 -0.499 -0.444 -0.281 0.030
O 0.704 -1.063 -1.022 -0.123 0.055 -0.002 -0.489
H -0.033 -0.348 2.233 0.154 -0.153 -0.125 0.218
H 1.607 -0.873 1.779 0.032 -0.126 0.206 0.218
H 0.209 -1.957 1.496 0.142 0.032 0.147 0.225
H 0.148 1.822 0.608 -0.128 -0.198 -0.271 0.206
H 1.307 1.487 -0.702 -0.156 -0.223 0.152 0.216
H -1.724 1.242 -0.771 0.096 -0.117 -0.349 0.210
H -0.667 1.089 -2.236 -0.142 0.045 -0.043 0.210
H -1.396 -1.457 -0.813 0.200 0.451 -0.062 0.195

# 3
8
Properties=species:S:1:pos:R:3:forces:R:3:nbo_charge:R:1 method="wB97M-V/def2-TZVPD" e_above_lowest_kj_mol=314.4
C -1.126 0.696 -0.824 -1.553 1.662 0.174 0.038
C 1.545 -0.986 1.592 -2.274 -0.709 1.814 0.291
F -0.378 -0.256 -1.458 -0.724 0.502 0.623 -0.332
F 2.578 -0.327 1.386 2.547 1.734 -0.563 -0.292
Cl -0.913 0.758 0.958 0.489 -0.104 -0.521 -0.060
Cl 1.468 -2.204 0.436 -0.107 -1.171 -1.125 -0.011
H -0.928 1.719 -1.238 0.416 -1.083 0.363 0.181
H -2.246 0.599 -0.852 1.206 -0.830 -0.765 0.185

# 4
15
Properties=species:S:1:pos:R:3:forces:R:3:nbo_charge:R:1 method="wB97M-V/def2-TZVPD" total_charge=+1 e_above_lowest_kj_mol=337.2
C -0.269 -1.743 -0.956 -0.158 0.004 -0.482 -0.763
C 0.048 -0.678 1.294 0.115 -0.222 0.452 -0.841
C -0.729 -0.886 0.138 -0.660 0.403 0.210 0.257
N 0.437 3.341 -0.519 0.529 1.343 0.129 -0.494
N 0.359 2.148 -0.098 -0.213 -1.487 0.211 0.228
O 1.013 1.834 0.904 0.019 1.198 -0.493 -0.409
I -2.601 0.016 -0.015 0.707 -0.474 0.081 0.394
H -0.896 -1.697 -1.841 0.028 0.033 -0.006 0.260
H -0.266 -2.777 -0.594 -0.030 -0.046 0.147 0.299
H 0.768 -1.524 -1.215 0.093 0.081 0.102 0.282
H -0.497 -0.505 2.220 -0.156 0.017 -0.046 0.294
H 0.566 0.368 1.179 -0.213 -0.041 -0.384 0.404
H 0.872 -1.378 1.415 0.011 -0.109 -0.091 0.269
H -0.101 3.591 -1.340 0.046 -0.268 0.163 0.417
H 1.014 4.057 -0.060 -0.119 -0.432 0.005 0.404

# 5
11
Properties=species:S:1:pos:R:3:forces:R:3:nbo_charge:R:1 method="wB97M-V/def2-TZVPD" e_above_lowest_kj_mol=353.8
O -2.234 0.045 -0.543 0.410 -0.004 0.444 -0.541
C -1.538 0.062 0.423 -0.406 0.049 -0.257 0.624
C 0.681 1.097 0.028 0.212 0.058 0.061 -0.561
N 0.990 -0.142 -0.523 -0.217 -0.301 -0.020 -0.437
C 0.322 -1.216 -0.200 0.195 0.162 -0.116 0.331
O -0.641 -1.050 0.702 0.025 -0.050 -0.068 -0.543
H -1.685 0.626 1.347 0.054 0.000 -0.117 0.143
H 1.235 1.904 -0.436 -0.058 -0.049 0.029 0.191
H 0.708 1.084 1.115 -0.132 0.003 -0.088 0.189
H 1.640 -0.216 -1.297 -0.097 -0.002 0.090 0.414
H 0.523 -2.194 -0.615 0.013 0.134 0.043 0.189

# 6
20
Properties=species:S:1:pos:R:3:forces:R:3:nbo_charge:R:1 method="wB97M-V/def2-TZVPD" e_above_lowest_kj_mol=194.2
C 0.293 1.529 0.873 2.578 1.268 -1.740 -0.126
C 1.103 1.799 -0.193 -2.399 -2.040 -0.003 -0.665
C -0.616 0.469 1.004 -1.311 -1.410 -0.844 -0.170
C -0.721 -0.336 -0.068 1.084 0.237 -1.795 -0.140
C -1.323 0.359 2.320 -2.366 -0.654 1.115 -0.651
C -1.466 -1.656 -0.201 -1.565 0.921 -0.225 -0.682
C 2.124 -0.614 -2.052 -0.644 -1.565 -1.171 -1.119
Si 0.726 0.605 -1.591 -0.782 -2.184 3.975 1.287
H 0.398 1.989 1.796 0.634 1.728 1.507 0.188
H 1.840 2.518 -0.173 1.363 1.617 0.231 0.216
H -2.388 0.888 2.353 1.975 -1.343 -0.396 0.221
H -0.866 0.750 3.247 0.525 0.222 -0.848 0.221
H -1.410 -0.729 2.558 -0.590 0.731 -0.183 0.218
H -1.259 -2.101 -1.180 -0.240 0.072 0.158 0.215
H -2.641 -1.583 -0.075 2.325 -0.051 -0.170 0.217
H -1.076 -2.347 0.535 -0.108 -0.264 0.362 0.219
H 3.046 -0.237 -1.621 0.208 -0.057 -0.017 0.243
H 1.929 -1.683 -1.588 0.353 2.144 -1.083 0.256
H 2.263 -0.696 -3.221 -0.295 0.015 2.391 0.245
H 0.044 1.075 -2.724 -0.748 0.612 -1.264 -0.193

# 7
18
Properties=species:S:1:pos:R:3:forces:R:3:nbo_charge:R:1 method="wB97M-V/def2-TZVPD" e_above_lowest_kj_mol=49.5
C -0.969 -0.293 -0.295 -1.458 0.653 0.120 -0.411
C 0.065 0.157 -1.312 0.593 -0.536 0.836 -0.405
C 0.969 1.280 -0.792 0.137 -0.476 -0.340 -0.214
N 2.099 0.738 -0.029 -0.127 0.174 0.248 -0.846
C -0.485 -0.886 1.030 -0.845 -0.196 -0.290 -0.218
N -1.594 -1.285 1.909 0.957 -0.082 -0.069 -0.838
H -1.640 0.543 -0.037 0.450 0.343 0.102 0.185
H -1.746 -0.926 -0.743 0.544 -0.604 -0.165 0.196
H 0.714 -0.706 -1.489 0.037 -0.044 -0.388 0.190
H -0.392 0.430 -2.253 -0.205 0.098 -0.182 0.213
H 1.299 1.883 -1.646 -0.048 0.134 0.083 0.167
H 0.378 1.893 -0.117 0.014 0.343 0.006 0.182
H 2.789 1.460 0.130 0.079 -0.024 0.088 0.358
H 2.564 -0.035 -0.485 -0.109 0.079 -0.223 0.353
H 0.092 -0.143 1.560 0.490 -0.016 0.111 0.204
H 0.111 -1.776 0.836 0.356 0.051 0.059 0.178
H -2.010 -0.472 2.335 -0.461 -0.111 -0.151 0.355
H -2.243 -1.862 1.398 -0.406 0.213 0.154 0.351

# 8
37
Properties=species:S:1:pos:R:3:forces:R:3:nbo_charge:R:1 method="wB97M-V/def2-TZVPD" e_above_lowest_kj_mol=14.7
N 0.815 1.816 -3.827 -0.347 2.827 0.500 -0.256
C 0.578 1.083 -2.781 0.183 -0.105 1.090 0.123
C 0.273 3.122 -1.985 0.732 0.707 -0.341 -0.057
C 0.287 1.826 -1.608 -0.133 -1.054 0.299 -0.098
N 0.634 3.115 -3.312 -0.110 0.465 -0.511 -0.373
N -0.389 -1.106 0.738 -1.982 -0.533 0.172 -0.480
C -2.571 0.143 3.676 0.359 0.249 -0.178 -0.612
C 0.061 1.179 -0.275 0.653 -0.621 -0.894 -0.458
C -1.592 -0.969 1.632 1.973 0.882 -0.339 -0.196
C 0.871 -1.444 1.411 0.394 1.883 -1.459 -0.207
C -1.469 0.228 2.591 -0.748 0.135 0.076 -0.412
C 1.826 -2.130 0.411 0.159 1.257 0.099 -0.398
C 0.644 -0.387 -2.822 -0.131 -0.671 -0.372 -0.426
C 1.983 -1.270 -0.874 -0.678 -1.352 0.298 -0.405
C -0.352 -0.301 -0.529 0.398 -0.362 2.288 -0.020
C 0.575 -1.070 -1.443 0.137 0.219 -1.517 -0.207
H 0.146 4.005 -1.318 0.097 -0.626 -1.167 0.223
H 0.737 3.961 -3.890 -0.065 -1.184 0.316 0.407
H -2.579 1.084 4.237 -0.272 -0.172 -0.015 0.210
H -3.562 -0.024 3.207 0.476 0.171 0.283 0.202
H -2.393 -0.660 4.400 -0.003 0.016 -0.216 0.202
H -0.766 1.689 0.180 -0.170 0.183 0.728 0.216
H 0.991 1.224 0.339 -0.793 0.051 -0.174 0.211
H -1.652 -1.856 2.260 -0.046 -0.328 -0.120 0.186
H -2.514 -0.877 1.055 0.159 -0.147 -0.209 0.194
H 0.726 -2.075 2.260 -0.550 -0.481 0.531 0.205
H 1.348 -0.492 1.809 -0.049 -0.882 -0.274 0.151
H -1.644 1.183 2.039 0.416 -0.653 0.353 0.192
H -0.445 0.227 3.026 -0.708 0.191 -0.139 0.200
H 1.445 -3.117 0.167 -0.138 -0.086 -0.173 0.202
H 2.795 -2.256 0.876 0.316 -0.121 0.251 0.203
H -0.204 -0.720 -3.439 0.356 -0.147 -0.012 0.221
H 1.589 -0.649 -3.308 -0.254 -0.272 -0.221 0.223
H 2.483 -0.315 -0.704 -0.002 -0.004 0.187 0.204
H 2.588 -1.842 -1.606 -0.261 0.385 0.288 0.211
H -1.358 -0.265 -0.981 0.184 -0.285 0.288 0.205
H 0.095 -2.060 -1.610 0.446 0.469 0.284 0.217

Total energy (computed, eV): -40786.6558 -7360.2208 -32582.9678 -16358.6911 -8774.0274 -15328.4916 -7322.5162 -18291.4028